Record 1
DFT (ωB97M-V/def2-TZVPD) results for 2 unconnected molecules or ions with the total composition CH7OS in a non-equilibrium geometry.

XYZ file:
```
10
Properties=species:S:1:pos:R:3:forces:R:3
O 1.005948 -2.837944 1.244183 -0.1168 -0.8945 0.0603
H 0.749739 0.578039 0.336508 -0.4209 0.1677 0.8363
H 1.378839 -2.600857 2.102246 -0.0047 -0.2625 -0.0924
H 0.949659 -3.826221 1.246754 0.0994 1.3029 0.0341
C -0.575804 1.527696 -1.318017 -1.2978 -0.2528 -0.3598
S -0.610703 0.547067 0.256519 0.3767 0.4051 -1.2689
H -0.385050 2.591087 -1.221480 0.4987 -0.1190 0.5265
H 0.094882 1.023702 -2.006419 0.1808 -0.0321 0.1599
H -1.586419 1.454403 -1.723038 0.0478 -0.1936 0.0201
H -1.021093 1.543028 1.082743 0.6368 -0.1212 0.0839
```
Forces are in eV/Å.

Values from the calculation:
Net charge ... +1
HOMO-LUMO gap ... 10.147 eV
Energy above the lowest of the compared OMol25 structures with the same formula, charge and spin ... 14.15 kcal/mol
M ... 67.133 g mol⁻¹
F_max ... 1.4 eV/Å

Formally, the Mulliken partial charges of the atoms, in units of the elementary charge, are as follows: -0.645 0.309 0.326 0.330 -0.745 0.087 0.357 0.331 0.339 0.311


Record 2
DFT (ωB97M-V/def2-TZVPD) results for 24 unconnected molecules or ions with the total composition C23H92ClO27 in a non-equilibrium geometry.

XYZ file:
```
143
Properties=species:S:1:pos:R:3:forces:R:3
Cl 0.889951 -0.048047 -0.011652 3.2148 1.0092 -0.4044
O 0.440161 1.210033 0.515408 -0.3049 0.5317 0.1904
O 2.094481 0.164383 -0.822972 -0.8255 0.1509 0.3805
O 1.181791 -0.966817 1.008128 0.8817 -0.9442 2.4774
O -0.101299 -0.659397 -0.776272 -2.9907 -0.7837 -2.6132
C -3.311429 -2.825277 4.799148 -0.3337 0.6924 -1.3501
O -2.832479 -3.601067 3.691048 -0.1234 -0.3179 1.1505
H -4.208419 -2.334087 4.421988 -0.4171 0.0232 0.5102
H -3.528329 -3.404817 5.696458 0.2067 -0.2931 -0.3737
H -2.636119 -2.000197 5.025648 0.3942 -0.1092 0.2514
H -2.517809 -3.013047 3.000528 0.3362 0.3502 -0.2838
C -2.366059 1.605453 -1.679242 -0.0957 0.2318 -1.2821
O -2.074539 2.331853 -0.549942 -0.0277 0.5048 1.4922
H -3.164599 2.165263 -2.166102 -0.0745 -0.3139 -0.4844
H -1.471299 1.629283 -2.301282 -0.1256 -0.3743 -0.5989
H -2.685149 0.578133 -1.503462 -0.0003 -0.1111 0.1302
H -1.260409 1.968353 -0.194032 0.4130 0.0540 0.5680
C -1.908959 3.737413 2.498388 0.3594 0.5193 -0.5420
O -2.020019 3.707023 3.875718 -1.3523 0.7115 1.1759
H -0.870249 3.948083 2.243828 0.3377 -0.7465 -0.5372
H -2.374929 2.857033 2.055778 0.4301 -0.1193 -0.4454
H -2.397179 4.613813 2.072158 -0.5503 0.0362 0.3034
H -1.340419 3.159223 4.275278 0.3263 -0.0833 -0.1246
C 3.048201 3.265593 2.429098 -0.2395 -0.1539 0.7229
O 1.935671 3.682143 3.235228 0.7679 0.3144 -0.4113
H 3.869801 3.971743 2.549208 -0.3574 0.4456 -0.1772
H 3.480641 2.347823 2.827588 -0.1928 -0.4251 -0.1765
H 2.770711 3.145683 1.381848 0.1278 -0.0442 0.0060
H 1.250591 3.009993 3.213468 0.0394 -0.0694 0.0219
C -0.127449 4.482123 -5.407622 0.1931 -0.0495 -0.0437
O 0.579051 3.903233 -4.313512 -0.6208 0.2568 -0.0990
H 0.563671 4.973573 -6.092412 0.0751 0.1816 -0.0087
H -0.669839 3.736433 -5.988872 -0.0886 -0.1151 0.1431
H -0.842509 5.213043 -5.030052 0.1221 -0.0609 0.0987
H 0.939951 3.058863 -4.593502 0.1815 -0.1734 -0.3480
C 4.864321 -0.544717 1.689948 0.0050 -0.2167 -1.6164
O 5.138731 -0.701257 0.260668 0.7208 -0.3315 0.9804
H 3.996351 -1.146867 1.958548 -0.2605 0.3650 0.1136
H 5.707101 -0.951307 2.248958 0.1641 0.0912 -0.2919
H 4.764771 0.519973 1.901208 -0.2792 -0.1113 0.3021
H 4.405791 -0.430247 -0.296962 -0.5424 0.1898 0.4608
C 5.536021 -2.404057 -3.041712 0.7424 0.0806 0.5631
O 6.618731 -2.464057 -3.996572 -0.9383 -0.2176 0.0956
H 5.516031 -3.289577 -2.406432 0.0511 -0.2166 -0.0205
H 5.729151 -1.559947 -2.379692 -0.3883 0.1469 0.0518
H 4.540581 -2.327797 -3.479192 0.3852 0.1891 -0.5423
H 7.399401 -2.629857 -3.463022 0.1176 0.0362 -0.1102
C -2.641319 -5.012467 -1.816352 -0.0930 0.5000 -0.0431
O -3.759229 -5.533397 -1.151732 -0.3957 -0.8833 0.2643
H -2.741419 -3.946037 -1.614352 0.7675 0.0994 -0.3012
H -1.705519 -5.442177 -1.458982 0.1369 0.3321 0.2490
H -2.681399 -5.193297 -2.890502 -0.1231 0.0391 -0.2580
H -3.523289 -6.410527 -0.840962 -0.2501 -0.0786 0.0942
C -1.842729 6.147333 -0.761702 -0.4911 -0.5655 0.1100
O -1.290999 7.375003 -1.191902 0.1303 0.0511 0.3291
H -2.872479 6.256053 -0.421262 -0.2851 0.1593 -0.1742
H -1.828599 5.433233 -1.585092 0.0795 0.0397 0.0000
H -1.335239 5.698563 0.092198 0.4506 0.0192 -0.1175
H -0.854479 7.737273 -0.417432 0.1156 0.2536 -0.1832
C -0.102009 0.929233 4.202198 -0.4913 -0.2981 0.5557
O -0.035729 2.243123 4.764348 0.3378 -0.2801 -0.2270
H -0.451729 0.940683 3.169888 0.2949 0.3666 -0.0240
H 0.861301 0.427213 4.292228 -0.0010 -0.0492 -0.2031
H -0.861399 0.399283 4.777148 0.0186 -0.5067 -0.0806
H 0.100851 2.121643 5.706788 0.1305 0.2638 0.0616
C -3.056769 -1.778657 0.862838 0.5940 -0.4925 -1.3736
O -1.790859 -2.011077 1.510338 -1.2572 0.5466 0.6673
H -3.059099 -2.493487 0.039978 -0.6956 -0.2861 -0.0271
H -3.945179 -1.902747 1.482058 0.4653 -0.2108 0.4113
H -3.146949 -0.818147 0.355498 0.3197 0.4288 0.4203
H -1.121799 -1.739617 0.877668 0.4744 0.0713 -0.0522
C 1.605991 4.216623 -1.014422 -0.6335 -0.4972 -0.1926
O 1.625931 5.117443 -2.100852 0.9357 0.6322 0.8541
H 0.566961 3.937323 -0.839782 -0.0842 -0.3145 0.3489
H 2.182071 3.308683 -1.192942 0.0514 -0.2813 -0.2770
H 2.008781 4.592623 -0.073952 -0.0217 0.7691 -0.2972
H 1.201831 4.697533 -2.852802 -0.1704 -0.2192 -0.3143
C -1.314309 -5.767217 1.906598 0.3842 -0.7575 -1.6893
O -1.756849 -5.999727 3.186748 0.3729 -0.4217 0.9689
H -0.816659 -4.814987 1.723008 -0.2851 0.4248 0.1665
H -0.577289 -6.496007 1.569318 0.1729 -0.3051 0.4774
H -2.154389 -5.927607 1.230848 -0.1595 0.5142 -0.5497
H -2.275679 -5.218687 3.392648 -0.3023 0.2690 0.6287
C -5.831889 2.708393 -0.883952 0.1237 -0.5816 -0.6510
O -4.810579 3.231853 -0.071402 -0.5511 0.0475 0.3479
H -5.686299 1.684883 -1.229402 0.5054 -0.4867 0.3596
H -6.774669 2.657153 -0.339292 0.0664 0.5499 0.0367
H -5.917549 3.222583 -1.841222 -0.3602 0.6328 0.1052
H -3.937939 3.040263 -0.422682 0.2564 -0.1356 0.0260
C -2.443509 -1.453817 -3.546752 -0.9210 0.0371 -0.1954
O -3.710009 -1.267817 -4.249092 0.6346 0.0406 0.3352
H -1.907819 -2.330297 -3.911352 0.1039 0.1584 -0.1246
H -1.866109 -0.535767 -3.655802 0.1881 -0.2017 -0.0205
H -2.653999 -1.610157 -2.488762 -0.0015 0.0472 -0.0140
H -3.824979 -1.947937 -4.916782 0.0925 -0.0293 0.0790
C 1.798041 1.048823 -3.808672 -0.1595 -0.6056 0.9539
O 1.812211 1.477093 -5.167122 0.0318 0.1993 0.1963
H 2.025941 -0.011377 -3.698472 0.3241 0.0518 -0.0903
H 2.466261 1.629833 -3.173052 0.3973 0.0187 -0.4782
H 0.842781 1.168973 -3.297652 -0.4904 0.1370 -0.3915
H 1.641621 0.721593 -5.734322 -0.0780 0.0618 0.0441
C 1.455791 -3.809027 -2.668752 -0.2791 0.1752 -0.8789
O 1.496151 -5.072357 -2.042012 0.1378 -0.3002 0.1245
H 1.525061 -3.002147 -1.939192 -0.1432 -0.1498 -0.0458
H 2.221181 -3.704667 -3.437762 0.5671 0.0578 0.2348
H 0.541761 -3.780257 -3.261902 -0.4310 0.6320 0.2991
H 1.136211 -5.677557 -2.694532 0.1287 -0.3481 0.2580
C 3.930361 -1.950787 5.626148 -0.9527 0.5503 -0.3632
O 3.390661 -2.951047 6.373578 0.0331 -2.4467 1.9276
H 4.017231 -2.311657 4.601288 0.7663 0.4258 -0.3663
H 3.131691 -1.209327 5.647788 0.6700 1.2169 -0.4507
H 4.850631 -1.650567 6.127218 0.0994 0.3937 -0.5980
H 2.434521 -2.944587 6.287788 -0.2969 -0.1672 -0.0864
C 0.682771 -2.794807 4.263398 -0.7034 0.1896 0.2457
O 0.816201 -3.000137 5.695778 0.0564 0.0152 -0.7782
H 1.621531 -2.815597 3.709868 0.1944 -0.0671 0.5918
H 0.023501 -3.552757 3.840348 0.0000 -0.0437 -0.0054
H 0.226391 -1.812787 4.139098 0.0393 -0.0080 -0.4354
H -0.032089 -2.734987 6.058658 0.0394 -0.1169 0.2034
C 5.357301 3.390913 -1.879812 -0.5354 -0.0531 -0.3818
O 6.044001 3.214473 -3.109212 0.6802 0.0432 -0.0120
H 4.619531 2.591913 -1.806252 -0.1885 0.0461 0.4879
H 6.035721 3.341943 -1.028092 0.1930 -0.1254 -0.3010
H 4.857981 4.359783 -1.871662 -0.1718 0.0462 0.1819
H 5.388871 3.148733 -3.807832 -0.0367 0.0321 0.0350
C -4.578249 0.856693 2.659478 0.4529 0.0583 0.3037
O -5.360749 -0.006427 3.475618 -0.4452 -0.0392 0.0554
H -4.458029 1.834343 3.126198 -0.0511 0.1454 -0.0943
H -3.591049 0.401653 2.579078 0.2388 0.2072 -0.4630
H -5.038119 0.995413 1.681018 0.0005 -0.1963 0.1268
H -5.063529 0.146343 4.375568 -0.1207 -0.0961 0.0744
C -2.064229 1.216363 -5.922502 -1.0087 -0.4236 0.7447
O -3.397849 1.411503 -5.500932 -0.7647 0.7566 -0.2349
H -1.876809 1.897093 -6.752912 0.2376 -0.1605 0.1312
H -1.457169 1.406553 -5.037402 0.8275 0.0865 -0.3710
H -2.018079 0.167033 -6.213832 0.7896 -0.0353 -0.3800
H -3.647749 0.666033 -4.950092 -0.1140 -0.3204 0.1176
C 2.876871 -4.158857 1.030258 -1.5723 0.2754 -0.0186
O 2.521581 -5.472567 0.632808 0.8307 -0.3671 0.1438
H 1.934451 -3.616387 1.105618 -0.1098 0.4560 0.3711
H 3.316151 -4.185757 2.027468 0.3262 -0.0485 -0.2576
H 3.431721 -3.566537 0.302658 0.6693 -0.3564 0.0276
H 2.313911 -5.455537 -0.304312 -0.1726 0.0556 -0.2087
```
Forces are in eV/Å.

Values from the calculation:
Net charge ... -1
HOMO-LUMO gap ... 9.103 eV
M ... 836.415 g mol⁻¹
F_max ... 4.0 eV/Å

These are the Mulliken partial charges, in e, on atoms 1 to 99: 0.031 0.076 -0.260 0.004 -0.445 -0.594 -0.508 0.291 0.328 0.099 0.283 -0.328 0.774 0.356 -0.173 0.041 -0.427 -0.114 -0.704 0.125 -0.037 0.244 0.490 -0.299 -0.532 0.403 0.162 -0.036 0.136 -0.492 -0.470 0.291 0.003 0.290 0.253 -0.199 -0.584 -0.051 0.327 0.151 0.260 -0.282 -0.560 0.246 0.194 0.093 0.309 -0.348 -0.583 -0.055 0.267 0.394 0.339 -0.249 -0.564 0.347 0.075 0.039 0.329 -0.632 -0.634 0.188 0.347 0.469 0.273 0.040 0.337 -0.190 0.398 -0.358 -0.378 -0.270 -0.608 0.101 -0.023 0.416 0.536 -0.371 -0.587 -0.008 0.327 0.209 0.559 -0.736 -0.502 0.238 0.307 0.323 0.169 0.561 -0.585 0.529 -0.379 -0.372 0.294 -0.336 -0.619 0.491 0.176


Record 3
DFT (ωB97M-V/def2-TZVPD) results for 2 unconnected molecules or ions with the total composition C3H8N2S in a non-equilibrium geometry.

XYZ file:
```
14
Properties=species:S:1:pos:R:3:forces:R:3
C 1.043479 -0.651748 1.746382 0.2457 -1.0304 -0.1119
C -0.385460 2.164116 0.441576 -0.5845 0.8914 1.1414
C -0.307968 0.268276 -0.960730 0.4372 -2.0468 -1.5664
H 1.462843 -1.018225 0.743807 -0.0423 0.8347 1.4578
H 0.915095 -1.660085 2.296759 0.3995 2.0450 -0.2196
H 1.629731 0.202126 2.231792 -0.2963 -1.6508 -0.3536
H -1.154656 0.252373 1.886772 3.5007 -2.2978 -0.2219
H -1.232808 2.587455 -0.658130 3.1364 -0.9573 3.8758
H -0.955831 2.435542 1.558904 1.6067 -0.7707 -3.4243
H 0.795713 2.569863 0.516612 -3.5909 -0.4301 -0.5870
H -0.595938 1.132763 -1.581376 0.4449 -0.8016 -0.1936
N -0.265721 -0.196347 1.333143 -3.9930 0.7413 2.3238
N -0.257973 0.646928 0.305739 -0.6740 3.5258 -3.0352
S 0.043838 -1.271233 -1.614417 -0.5900 1.9473 0.9146
```
Forces are in eV/Å.

Values from the calculation:
HOMO-LUMO gap ... 8.294 eV
Energy above the lowest of the compared OMol25 structures with the same formula, charge and spin ... 128.73 kcal/mol
M ... 104.178 g mol⁻¹
F_max ... 5.1 eV/Å

Formally, the Mulliken partial charges of the atoms, in units of the elementary charge, are as follows: -0.574 -0.720 -0.019 0.199 0.273 0.239 0.306 0.278 0.266 0.249 0.080 -0.490 0.238 -0.325